A | The following is a DFT calculation (the ωB97M-V functional and the def2-TZVPD basis) of C2H2FP in the gas phase.

E_LUMO (alpha / beta) (eV): -1.71 / -1.71
Charge: 0

CARTESIAN COORDINATES (ANGSTROEM)
C: 0.65295 -0.18610 -1.35679
C: -0.65780 0.46421 0.82671
F: -1.96187 -0.05322 -1.62822
P: -0.69471 0.66990 -0.86085
H: 1.58407 0.19688 -0.95009
H: -1.45697 -0.23920 1.10897



B | The following is a DFT calculation (the ωB97M-V functional and the def2-TZVPD basis) of C2H2FP in the gas phase.

SMILES: F[C@H]1C=P1
E_LUMO (eV): -0.43
Charge: 0

CARTESIAN COORDINATES (ANGSTROEM)
C: -0.35485 0.58509 -0.49504
C: 0.30683 -0.37257 0.35073
F: 1.37061 -1.23714 -0.08985
P: -1.75692 -0.10605 0.09595
H: -0.05061 1.27628 -1.25701
H: 0.48494 -0.14561 1.39523



Most stable: B. Least stable: A.



A | The following is a DFT calculation (the ωB97M-V functional and the def2-TZVPD basis) of a gas-phase ion, C9H17N2O (charge +1).

SMILES: CCC[N+]1=C(N=O)CCCCC1
E_LUMO (alpha / beta) (eV): -5.79 / -5.79
Charge: +1

CARTESIAN COORDINATES (ANGSTROEM)
C: -0.16566 -0.55567 0.78732
C: -1.63150 -0.67422 1.04507
C: -2.46177 -1.18470 -0.08193
C: -2.86786 0.04756 -0.96691
C: -1.76922 0.70098 -1.73554
C: -0.68944 1.24138 -0.78334
C: 3.79609 -0.16732 0.70918
C: 2.48459 0.60137 0.72724
C: 1.61191 0.29736 -0.52843
N: 0.51888 -1.20453 1.65283
N: 0.19636 0.24528 -0.18906
O: 0.88539 -2.12811 2.23663
H: -1.86159 -1.24992 1.96981
H: -1.89977 0.42384 1.26143
H: -1.95678 -1.81674 -0.84512
H: -3.34232 -1.68352 0.27268
H: -3.81993 -0.23230 -1.63492
H: -3.31086 0.86531 -0.37640
H: -1.37056 -0.01742 -2.38505
H: -2.03455 1.54912 -2.24219
H: 0.05484 2.00394 -1.21746
H: -1.30079 1.69200 -0.06479
H: 3.63758 -1.24250 0.73876
H: 4.31613 0.10625 -0.18155
H: 4.48624 0.05816 1.56721
H: 2.87708 1.70445 0.93283
H: 2.03758 0.10893 1.63547
H: 1.77531 1.16536 -1.28179
H: 1.80462 -0.65435 -1.02197



B | The following is a DFT calculation (the ωB97M-V functional and the def2-TZVPD basis) of a gas-phase ion, C9H17N2O (charge +1).

SMILES: CC1=C2O[C@H]2N(C)CC(C)(C)[NH2+]1
E_LUMO (eV): -3.09
Charge: +1

CARTESIAN COORDINATES (ANGSTROEM)
C: -2.28742 0.13711 -0.30183
C: 0.20145 0.79082 0.82820
C: -1.54100 1.18872 -0.80221
C: -1.84500 -1.03211 0.16275
C: 0.70795 -0.38433 0.08248
C: -2.68960 -2.10758 0.87830
C: 1.05074 0.04560 -1.32263
C: 1.84086 -0.98465 0.86518
C: -0.47347 3.07974 0.42985
N: -0.42306 1.67541 -0.07572
N: -0.48022 -1.44625 -0.08649
O: -2.96312 1.27144 -0.26483
H: -0.42371 0.55358 1.66844
H: 1.13934 1.32698 1.23084
H: -1.51727 1.65780 -1.83247
H: -3.66234 -1.71124 0.82043
H: -2.56911 -2.38389 1.90670
H: -2.74677 -3.02068 0.23644
H: 1.67382 0.94612 -1.31087
H: 0.19769 0.12346 -2.03333
H: 1.66944 -0.81267 -1.73422
H: 2.39556 -1.91396 0.60463
H: 1.63236 -0.91853 2.03678
H: 2.73745 -0.20283 0.60338
H: -1.12644 3.22547 1.25835
H: 0.63551 3.27535 0.74275
H: -0.81099 3.76685 -0.37295
H: -0.33330 -2.25313 0.62802
H: -0.31020 -1.71949 -1.13492



Most stable: B. Least stable: A.



A | The following is a DFT calculation (the ωB97M-V functional and the def2-TZVPD basis) of C2H4P2 in the gas phase.

SMILES: [H]/P=C/C=P/[H]
E_LUMO (alpha / beta) (eV): -1.31 / -1.28
Charge: 0

CARTESIAN COORDINATES (ANGSTROEM)
C: -0.15875 0.12665 0.76273
C: 0.13944 -0.06666 -0.60944
P: -1.16282 -1.09450 1.48869
P: 1.15425 1.06214 -1.50877
H: 0.27292 0.98484 1.12699
H: -0.16371 -0.90844 -1.27799
H: -1.50745 -0.27556 2.55151
H: 1.42612 0.17153 -2.53372



B | The following is a DFT calculation (the ωB97M-V functional and the def2-TZVPD basis) of 2 unconnected molecules or ions with the total composition C2H4P2.

E_LUMO (alpha / beta) (eV): 0.14 / -1.53
Charge: 0

CARTESIAN COORDINATES (ANGSTROEM)
C: -0.89240 0.08910 0.49877
C: -1.66129 -0.94316 0.19098
P: -2.44427 0.66966 -0.20674
P: 2.45291 0.78334 0.08091
H: -0.01373 0.36204 0.84873
H: -1.85341 -1.94353 0.37293
H: 2.75044 1.26974 -1.29068
H: 1.66174 -0.28719 -0.49489



C | The following is a DFT calculation (the ωB97M-V functional and the def2-TZVPD basis) of C2H4P2 in the gas phase.

E_LUMO (alpha / beta) (eV): -1.22 / -1.21
Charge: 0

CARTESIAN COORDINATES (ANGSTROEM)
C: 0.24393 -0.89616 1.27698
C: -0.22452 0.58518 -0.95998
P: 0.81359 -0.83461 -0.28168
P: -0.10338 0.78262 -2.82184
H: -0.24914 -0.03033 1.70508
H: 0.82248 -1.58515 1.95360
H: -1.26627 0.39513 -0.39277
H: -0.03668 1.58332 -0.47938



Most stable: A. Least stable: B.



A | The following is a DFT calculation (the ωB97M-V functional and the def2-TZVPD basis) of 2 unconnected molecules or ions with the total composition C6H16N2.

E_LUMO (eV): 0.89
Charge: 0

CARTESIAN COORDINATES (ANGSTROEM)
C: 0.62781 0.10235 -1.56423
C: 0.64523 -0.87512 0.70104
C: -1.96982 1.48473 -0.31312
C: 1.27498 1.38450 -1.14855
C: 0.56397 -0.12927 2.02926
C: 0.15386 -2.31347 0.77697
N: -0.71286 -0.03348 -1.70725
N: -1.51905 0.12893 -0.59481
H: -0.97526 -0.86624 -2.22308
H: -0.68891 -0.25734 0.19022
H: 1.19368 -0.50876 -2.26414
H: 1.69687 -0.89410 0.40964
H: -2.74567 1.78541 -1.02382
H: -1.19426 2.26025 -0.31764
H: -2.41573 1.46719 0.68141
H: 0.80577 1.82191 -0.27231
H: 1.23808 2.11879 -1.96367
H: 2.32434 1.19903 -0.91685
H: -0.45884 -0.12150 2.41794
H: 0.72620 -2.90592 1.50275
H: 1.20445 -0.58782 2.79435
H: 0.88135 0.91241 1.92571
H: -0.89859 -2.35511 1.06968
H: 0.24240 -2.81736 -0.18952



B | The following is a DFT calculation (the ωB97M-V functional and the def2-TZVPD basis) of C6H16N2 in the gas phase.

SMILES: CCCN(C)CCN
E_LUMO (eV): 1.09
Charge: 0

CARTESIAN COORDINATES (ANGSTROEM)
C: -1.06582 -1.83622 0.20408
C: -1.00585 -3.22099 0.77840
C: 0.22561 -1.08165 0.10238
N: -0.11783 0.24460 -0.46615
C: 0.13092 0.12571 -1.89461
C: 0.85718 1.22791 0.06268
C: 0.08645 2.59293 0.36699
N: 1.07737 3.50440 1.05653
H: -1.53513 -1.96467 -0.84878
H: -1.89295 -1.15170 0.60676
H: -1.60201 -3.47388 1.60453
H: -0.02392 -3.35814 1.01199
H: -1.28087 -3.91325 -0.02767
H: 0.91412 -1.05086 0.99740
H: 0.93010 -1.78579 -0.54850
H: -0.85414 -0.07616 -2.30430
H: 0.29653 1.21526 -2.43543
H: 0.76902 -0.68060 -2.26595
H: 1.27757 0.88375 1.05167
H: 1.87672 1.28889 -0.53405
H: -0.76144 2.20508 0.89121
H: -0.27508 2.94219 -0.62158
H: 0.52575 4.27497 1.34794
H: 1.44771 3.08823 1.86444



Most stable: B. Least stable: A.



A | The following is a DFT calculation (the ωB97M-V functional and the def2-TZVPD basis) of C6H16N2 in the gas phase.

SMILES: CCCCNCCN
E_LUMO (eV): 1.16
Charge: 0

CARTESIAN COORDINATES (ANGSTROEM)
C: -0.55862 0.88073 0.39702
N: -0.37438 0.20762 -0.89917
C: 0.83071 0.59434 -1.58294
C: 0.81880 0.13806 -3.03182
N: 1.94954 -0.77802 -3.29652
C: -1.53279 0.09982 1.27872
C: -0.22557 -0.09633 3.45501
C: -0.85608 -0.83519 2.27646
H: 0.39811 1.11529 0.88979
H: -0.96970 1.87480 0.19076
H: -0.45903 -0.76768 -0.68661
H: 1.71378 0.15266 -1.13041
H: 0.91330 1.68192 -1.56076
H: -0.12043 -0.38328 -3.22753
H: 0.85655 1.00096 -3.69289
H: 2.32218 -0.68904 -4.22963
H: 1.66316 -1.73403 -3.14887
H: -2.21237 0.76977 1.79790
H: -2.16717 -0.44237 0.57298
H: 0.12364 -0.81783 4.19457
H: 0.62699 0.48222 3.11958
H: -0.96780 0.56013 3.90384
H: -1.61501 -1.52570 2.66685
H: -0.15782 -1.48885 1.74367



B | The following is a DFT calculation (the ωB97M-V functional and the def2-TZVPD basis) of 4 unconnected molecules or ions with the total composition C6H16N2.

E_LUMO (eV): 0.80
Charge: 0

CARTESIAN COORDINATES (ANGSTROEM)
C: 0.29779 -1.78428 0.34269
C: -0.07422 -1.44453 -0.95682
C: -1.54694 0.67502 1.59521
C: -0.04914 0.58198 1.49534
N: -0.50659 -2.46054 1.21870
N: 0.78143 0.48844 2.44696
H: 1.31594 -1.64901 0.67811
H: -0.31503 -2.33188 2.19974
H: -1.48606 -2.52763 0.98610
H: 0.32881 0.43470 3.36390
H: -0.00444 0.05020 -1.18199
H: 0.69084 -1.61341 -1.70632
H: -1.02272 -1.83365 -1.31370
H: -1.86541 1.68237 1.32692
H: -2.02101 0.00066 0.87825
H: -1.90629 0.43836 2.59835
C: 1.50096 1.30885 -2.36843
C: 0.28683 1.43801 -1.45924
H: 1.76229 2.24935 -2.86169
H: 1.28570 0.55966 -3.13523
H: 2.33766 0.92298 -1.78149
H: 0.46335 2.29288 -0.80411
H: -0.60588 1.72771 -2.01393
H: 0.35211 0.79377 0.45271



C | The following is a DFT calculation (the ωB97M-V functional and the def2-TZVPD basis) of C6H16N2 in the gas phase.

SMILES: CCNCCN(C)C
E_LUMO (eV): 1.12
Charge: 0

CARTESIAN COORDINATES (ANGSTROEM)
C: -0.96030 -0.35893 0.37610
N: -1.08927 -1.10723 -0.82657
C: -1.94795 -0.60992 -1.87426
C: -1.75158 0.88640 -2.31076
C: 0.30287 -0.68015 1.17591
N: 1.36645 0.29046 0.82579
C: 1.24328 1.57001 1.59142
C: 2.70295 -0.22138 0.98663
H: -1.81659 -0.50925 1.06693
H: -0.97598 0.73414 0.30364
H: -0.22033 -1.47925 -1.16863
H: -3.00769 -0.63744 -1.61428
H: -1.74641 -1.20879 -2.75943
H: -1.59851 1.43652 -1.37753
H: -0.84747 0.99456 -2.90582
H: -2.62816 1.34290 -2.75917
H: 0.66475 -1.70064 1.08519
H: 0.07548 -0.51273 2.23700
H: 0.18881 1.71873 1.80218
H: 1.58056 2.32963 0.88986
H: 1.84339 1.51606 2.49949
H: 3.45153 0.56675 0.93188
H: 2.93734 -0.70731 1.96332
H: 2.91151 -1.03822 0.29190



Most stable: A. Least stable: B.



A | The following is a DFT calculation (the ωB97M-V functional and the def2-TZVPD basis) of C2H2Cl3NS in the gas phase.

SMILES: NC(SCl)=C(Cl)Cl
E_LUMO (eV): -0.72
Charge: 0

CARTESIAN COORDINATES (ANGSTROEM)
C: 0.07950 0.12227 -0.04097
C: -0.43376 -1.12547 -0.08221
N: 1.40619 0.35076 0.25522
S: -0.79098 1.59458 -0.61058
Cl: -2.40925 2.21857 0.51790
Cl: -2.11907 -1.37322 -0.33263
Cl: 0.47736 -2.53128 0.29287
H: 2.00166 -0.45891 0.12644
H: 1.78836 1.20272 -0.12605



B | The following is a DFT calculation (the ωB97M-V functional and the def2-TZVPD basis) of 2 unconnected molecules or ions with the total composition C2H2Cl3NS.

E_LUMO (alpha / beta) (eV): -1.03 / -0.71
Charge: 0

CARTESIAN COORDINATES (ANGSTROEM)
C: 0.25164 -0.08772 -0.77232
C: 4.16466 0.01332 -0.09158
N: 1.03813 -1.02592 -0.33672
S: 2.25160 -1.91380 -0.23685
Cl: 5.30657 -0.61442 1.03651
Cl: 3.43704 1.51958 0.63448
Cl: 4.61663 0.40224 -1.64847
H: 0.61296 0.90680 -0.96015
H: -0.74248 -0.34726 -0.77781



C | The following is a DFT calculation (the ωB97M-V functional and the def2-TZVPD basis) of 2 unconnected molecules or ions with the total composition C2H2Cl3NS.

SMILES: C#[N+][S-].ClC(Cl)Cl
E_LUMO (eV): 0.09
Charge: 0

CARTESIAN COORDINATES (ANGSTROEM)
C: -3.00849 0.40583 2.00692
C: 1.32378 -3.04415 -0.08137
N: -1.99796 0.15411 1.40298
S: -0.67259 -0.01011 0.70606
Cl: 1.27385 -2.73808 1.67190
Cl: 2.91737 -2.68910 -0.72935
Cl: 0.87824 -4.72820 -0.27402
H: 0.63699 -2.47568 -0.80579
H: -3.65823 0.97672 2.68963



Most stable: A. Least stable: B.